Entry 1:
Density functional theory data (ωB97M-V with the def2-TZVPD basis set) for a molecular structure, BCsF4 at a distorted geometry.

As for the spin multiplicity: 2. The value obtained for the relative energy (zero: lowest compared OMol25 entry of this formula, charge and spin) is 0.77 kcal/mol. As for the charge: +1. The HOMO energy (spin up / spin down) comes out at -18.5 / -18.4 eV. As for the expectation value of S²: 0.756. The total energy is -444.2904 a.u. The gap between HOMO and LUMO (spin up / spin down) comes out at 0.5403 / 0.2394 Ha.

Geometry (Å):
Cs -1.09472 2.43038 1.38735
B 0.28611 -0.50084 -0.28129
F -0.87737 -0.47133 0.46402
F -0.21559 -0.99683 -1.54065
F 0.68997 0.81454 -0.38853
F 1.21159 -1.27593 0.35912

Force components x, y, z for each atom (eV/Å):
-0.023 0.256 0.094
2.021 1.224 1.033
-1.482 -0.846 -0.070
-0.135 -0.272 0.395
0.130 -0.202 -0.541
-0.510 -0.160 -0.911


Entry 2:
Density functional theory data (ωB97M-V with the def2-TZVPD basis set) for a molecular structure, C15H30BrMoNOP2 at a distorted geometry.

As for the spin multiplicity: 3. The value obtained for the relative energy (zero: lowest compared OMol25 entry of this formula, charge and spin) is 11.17 kcal/mol. As for the charge: 0. The HOMO energy (spin up / spin down) comes out at -6.6 / -7.3 eV. As for the expectation value of S²: 2.094. The total energy is -4044.4280 a.u. The gap between HOMO and LUMO (spin up / spin down) comes out at 0.2238 / 0.2641 Ha.

Geometry (Å):
Mo 0.08473 0.00852 0.54067
P 2.49154 -0.16889 0.27166
P -2.46725 0.13459 0.60332
N -0.00412 0.69493 -1.12277
H 0.68253 -1.46862 1.56501
C 3.02505 -1.69470 -0.58257
H 4.11628 -1.80420 -0.53976
H 2.71766 -1.64907 -1.63475
H 2.55746 -2.57627 -0.12875
C 3.40700 -0.13585 1.85157
H 4.47773 -0.29829 1.66486
H 3.02035 -0.91881 2.51704
H 3.26560 0.83823 2.33666
C 3.23299 1.21475 -0.68000
H 4.33002 1.13650 -0.62765
H 2.91696 2.17707 -0.25264
H 2.90932 1.16412 -1.72974
C -3.38122 -1.22683 -0.22669
H -4.46793 -1.10100 -0.14438
H -3.09608 -2.20569 0.18429
H -3.06414 -1.21979 -1.27865
C -3.03408 0.23961 2.34070
H -4.13311 0.23045 2.35081
H -2.65434 1.15035 2.82565
H -2.64050 -0.63766 2.87256
C -3.18577 1.62298 -0.21794
H -4.27776 1.62537 -0.07023
H -2.95418 1.57790 -1.29238
H -2.74822 2.54042 0.19758
C 0.02390 1.58362 -2.16411
C 0.02600 2.06541 -4.54882
C 0.01095 1.13571 -3.50946
C 0.04630 2.96218 -1.89543
C 0.04418 3.87953 -2.94974
C 0.04631 3.44499 -4.27943
H 0.00603 1.72714 -5.58437
H -0.04873 0.04771 -3.66252
H 0.02506 3.25663 -0.83815
H 0.02959 4.94286 -2.72887
H 0.05737 4.17286 -5.10205
C -0.17142 -2.43728 1.86144
O -1.21420 -2.24760 1.06932
C 0.41344 -3.88066 1.58454
H 0.56202 -4.42303 2.53129
H 1.39842 -3.76942 1.10729
H -0.25334 -4.49887 0.96174
C -0.49495 -2.32905 3.37602
H -1.50946 -2.69387 3.61208
H -0.38857 -1.29763 3.73721
H 0.21303 -2.96960 3.92453
Br 0.05154 2.07824 1.90399

Force components x, y, z for each atom (eV/Å):
-2.721 0.248 -2.881
0.894 0.351 0.136
-0.045 0.124 0.126
0.665 -1.322 1.038
0.106 -1.961 1.230
0.295 0.026 -0.089
-0.182 -0.002 -0.027
-0.005 0.039 0.244
0.096 0.283 -0.056
0.314 -0.154 -0.109
-0.199 0.023 0.171
0.123 0.182 -0.162
-0.056 -0.221 -0.159
0.253 -0.266 0.019
-0.283 0.095 -0.103
0.010 -0.343 -0.084
0.045 0.029 0.343
-0.002 -0.167 0.125
0.179 0.156 -0.151
-0.058 0.577 -0.039
-0.229 0.085 0.178
-0.434 -0.202 -0.171
0.215 0.006 0.246
-0.106 -0.262 -0.308
-0.215 0.252 -0.180
-0.110 -0.223 0.211
0.321 0.125 -0.131
-0.088 0.011 0.312
-0.101 -0.264 -0.068
-0.166 0.463 -0.610
-0.023 0.130 0.120
-0.106 0.028 0.446
-0.145 0.107 -0.153
0.059 -0.213 0.099
0.008 -0.297 0.150
0.021 0.020 0.246
0.102 0.614 -0.141
0.052 0.058 -0.528
0.048 -0.110 -0.034
-0.030 -0.398 0.425
-1.144 -1.071 -0.114
0.458 1.305 -0.193
1.063 0.663 0.250
0.090 0.186 -0.325
-0.239 -0.438 0.006
0.177 0.729 0.076
0.766 0.379 0.258
0.356 0.116 -0.466
-0.154 -0.206 0.022
-0.186 0.446 0.094
0.311 0.260 0.710


Entry 3:
Density functional theory data (ωB97M-V with the def2-TZVPD basis set) for a gas-phase ion, C2H4N3OS (charge +1) at a distorted geometry.

The value obtained for the relative energy (zero: lowest compared OMol25 entry of this formula, charge and spin) is 72.58 kcal/mol. As for the charge: +1. Its structure (SMILES) is Cc1ns[nH][n+]1=O. The HOMO energy (spin up / spin down) comes out at -14.7 / -14.7 eV. The total energy is -715.9151 a.u. The gap between HOMO and LUMO (spin up / spin down) comes out at 0.3306 / 0.3306 Ha.

Geometry (Å):
C 1.54461 -0.75028 0.00627
C 0.11294 -0.57554 -0.00883
N -0.89659 -1.31907 -0.00034
S -2.35647 -0.66408 0.00608
N -1.72161 0.92453 -0.00902
N -0.41548 0.99291 -0.00954
O 0.25797 1.97882 0.01263
H 1.80458 -1.70171 0.46241
H 1.99980 0.07156 0.55826
H 1.95532 -0.73096 -1.00451
H -2.28507 1.77385 -0.01342

Force components x, y, z for each atom (eV/Å):
0.828 0.072 -0.051
-1.571 2.057 0.019
0.647 -0.459 0.017
-0.274 0.398 -0.046
0.031 0.300 -0.021
0.552 -2.260 0.075
-0.364 -0.125 -0.066
-0.070 -0.037 0.062
0.072 -0.029 0.067
-0.061 0.026 -0.072
0.209 0.056 0.016


Entry 4:
Density functional theory data (ωB97M-V with the def2-TZVPD basis set) for 4 unconnected molecules or ions with the total composition C17H27F9N2O12 at a distorted geometry.

The value obtained for the relative energy (zero: lowest compared OMol25 entry of this formula, charge and spin) is 0.00 kcal/mol. As for the charge: 0. Its structure (SMILES) is NC[C@H](O)CNC(=O)OC(F)(F)C(F)(F)C(F)(F)C(F)(F)F.COC(=O)OC.COC(=O)OC.COC(=O)OC. The HOMO energy comes out at -9.5 eV. The total energy is -2575.1686 a.u. The gap between HOMO and LUMO comes out at 0.3666 Ha.

Geometry (Å):
N -5.15260 -0.60046 1.26002
C -3.87791 -1.28920 1.24536
C -3.32872 -1.59221 -0.14772
O -2.31310 -2.60095 -0.06905
C -2.71256 -0.37346 -0.85270
N -1.78050 0.38362 -0.00960
C -2.14217 1.73491 0.13079
O -3.18020 2.05345 0.52775
O -1.21140 2.73589 -0.15914
C -1.02372 2.99296 -1.48540
F -1.32935 1.98114 -2.26893
F 0.28113 3.19150 -1.64866
C -1.70438 4.29703 -1.99033
F -1.37431 4.40004 -3.27214
F -1.15653 5.32668 -1.38673
C -3.26045 4.32305 -1.92127
F -3.80334 3.13235 -2.03700
F -3.66902 5.01895 -2.97722
C -3.84490 5.08842 -0.67054
F -3.14275 4.93990 0.39716
F -5.03933 4.59719 -0.43915
F -4.00951 6.33768 -0.97121
H -5.07495 0.36184 0.94593
H -5.83653 -1.04754 0.65955
H -4.02819 -2.25772 1.73383
H -3.16702 -0.76631 1.88793
H -4.14815 -2.04015 -0.72390
H -1.78808 -2.55859 -0.87568
H -2.16421 -0.67390 -1.75203
H -3.54111 0.23398 -1.22768
H -1.60953 -0.05457 0.88598
C 5.84173 1.97810 2.75218
O 5.31805 1.63073 1.46849
C 4.14464 2.19856 1.18101
O 3.52689 2.94731 1.89440
O 3.77396 1.79136 -0.03557
C 2.52417 2.32546 -0.47866
H 6.78851 1.45730 2.86729
H 6.02035 3.05068 2.81696
H 5.16744 1.65468 3.54327
H 2.57087 3.41090 -0.54271
H 1.71822 2.01716 0.18503
H 2.33564 1.92335 -1.46907
C 7.86002 -1.94659 7.06799
O 7.43514 -2.96745 6.16449
C 6.96505 -2.51104 5.00129
O 6.87924 -1.35379 4.67785
O 6.60643 -3.55977 4.25840
C 6.08055 -3.21772 2.97460
H 8.21667 -2.44388 7.96620
H 8.67548 -1.36700 6.63773
H 7.02799 -1.29524 7.33156
H 6.82526 -2.68837 2.38215
H 5.17815 -2.61666 3.07609
H 5.82927 -4.14932 2.47446
C -3.77117 -5.28211 -3.12744
O -3.89487 -4.90583 -4.50077
C -3.59854 -3.63006 -4.75026
O -3.25037 -2.81305 -3.93438
O -3.75388 -3.41420 -6.05674
C -3.46836 -2.07726 -6.47180
H -4.03787 -6.33333 -3.05959
H -2.74556 -5.15544 -2.78414
H -4.45411 -4.70385 -2.50673
H -2.43048 -1.82272 -6.26214
H -4.13945 -1.37153 -5.98437
H -3.63167 -2.03492 -7.54531

Force components x, y, z for each atom (eV/Å):
-0.129 0.505 -0.154
-0.222 -0.829 0.094
0.903 -0.129 -0.360
0.077 0.012 0.649
-0.730 -0.271 -0.316
0.967 0.380 -0.767
1.562 -1.534 0.050
-3.301 1.563 1.133
-0.179 -0.523 -0.121
0.887 0.733 0.501
-0.880 -0.964 -0.647
0.817 0.486 -0.171
-0.376 -1.395 -0.239
0.213 -0.186 -1.188
0.119 1.066 1.066
0.371 1.630 0.593
-0.050 -1.431 0.269
-0.318 0.627 -0.875
-0.545 -1.497 -1.417
1.432 0.063 1.573
-1.461 -0.750 0.246
0.383 1.960 -0.178
0.129 -0.056 0.086
0.099 -0.109 0.089
0.104 0.008 -0.056
-0.035 0.126 -0.132
-0.059 0.510 -0.233
-0.115 -0.063 0.019
-0.165 -0.283 0.056
0.143 0.331 0.259
0.121 0.072 -0.032
0.209 0.021 0.261
-0.062 0.010 -0.065
0.037 -0.034 -0.024
0.066 -0.092 -0.087
0.066 -0.005 0.068
-0.070 -0.017 -0.082
-0.069 -0.110 -0.188
-0.154 0.003 0.017
-0.050 0.105 -0.031
-0.025 -0.011 0.144
0.043 0.110 0.070
0.222 -0.123 0.034
0.103 0.128 0.233
-0.037 -0.014 -0.087
-0.003 -0.074 0.001
0.015 -0.084 0.042
0.034 0.032 0.079
-0.113 -0.024 -0.265
-0.052 -0.167 -0.106
-0.104 0.064 -0.056
0.037 0.058 -0.115
-0.051 0.106 0.071
0.094 0.099 0.010
0.070 -0.081 0.176
-0.002 -0.158 0.233
0.014 0.085 -0.038
-0.036 -0.102 -0.068
-0.001 -0.013 -0.004
0.003 -0.040 0.095
0.035 0.237 -0.170
-0.026 0.024 -0.200
-0.045 0.121 0.020
0.102 0.085 -0.005
-0.053 0.023 0.118
0.089 -0.014 0.094
-0.048 -0.197 0.029